# 1
Below is an isolated ion of composition C7H10N3 and charge +1, with properties calculated with ωB97M-V with the def2-TZVPD basis set.

```
! RIJCOSX wB97M-V def2-TZVPD def2/J DEFGRID3
* xyz 1 1
C -2.68 -1.37 0.84
C -2.30 -0.05 0.54
C -1.67 -2.37 0.86
C 1.90 1.03 -0.15
C -0.22 -0.80 0.36
C 0.73 1.45 -0.89
C 2.92 0.17 -0.60
N -0.48 -2.03 0.59
N -1.06 0.26 0.32
N -0.48 1.47 -0.06
H -3.66 -1.33 1.13
H -3.11 0.69 0.35
H -1.95 -3.36 1.10
H 0.77 2.27 -1.49
H 0.62 0.53 -1.42
H 3.65 -0.22 0.10
H 3.54 0.76 -1.24
H 2.67 -0.81 -1.11
H 1.94 1.38 0.96
H -1.13 2.32 -0.18
*
```

Results
Energy relative to the best compared isomer or geometry (same formula, charge and spin), kcal per mole: 158.6
Max |F|, eV/A: 5.65
Frontier orbital gap (alpha / beta), eV: 9.17 / 6.39
E_HOMO (alpha / beta), eV: -13.3 / -11.7
LUMO energy (alpha / beta), eV: -4.11 / -5.34

***

# 2
Below is a 2-piece molecular cluster, C3H9NO2 overall, with properties calculated with ωB97M-V with the def2-TZVPD basis set.

```
! RIJCOSX wB97M-V def2-TZVPD def2/J DEFGRID3
* xyz 0 1
C -0.51 -2.40 -0.67
C -0.46 -0.93 -1.16
O 0.69 -0.52 -1.25
N -1.56 -0.14 -1.29
H -2.37 -0.72 -1.10
H -1.72 0.85 -1.18
H -1.46 -2.96 -0.51
H 0.05 -2.29 0.26
H -0.09 -3.02 -1.44
C 1.47 1.86 1.11
O 0.25 2.42 1.61
H 0.31 2.56 2.55
H 1.80 0.92 1.56
H 1.41 1.74 0.04
H 2.19 2.62 1.47
*
```

Results
Energy relative to the best compared isomer or geometry (same formula, charge and spin), kcal per mole: 37.3
Max |F|, eV/A: 2.30
Frontier orbital gap, eV: 10.55
E_HOMO, eV: -9.7
LUMO energy, eV: 0.82

***

# 3
Below is a 2-piece molecular cluster, C2H6ClPS2 overall, with properties calculated with ωB97M-V with the def2-TZVPD basis set.

```
! RIJCOSX wB97M-V def2-TZVPD def2/J DEFGRID3
* xyz 0 1
C 2.15 0.15 -0.21
C 0.65 0.09 -0.11
P -2.50 0.19 1.10
S -3.14 -0.94 -0.52
S -2.27 2.01 0.37
Cl 0.16 -0.95 1.18
H 2.78 -0.83 -0.22
H 2.56 0.62 -1.17
H 0.30 1.20 -0.07
H 0.24 -0.20 -1.07
H -3.57 -2.12 0.11
H 2.65 0.79 0.59
*
```

Results
Energy relative to the best compared isomer or geometry (same formula, charge and spin), kcal per mole: 36.5
Max |F|, eV/A: 4.09
Frontier orbital gap, eV: 7.89
E_HOMO, eV: -8.8
LUMO energy, eV: -0.90

***

# 4
Below is a 3-piece molecular cluster, C4H16NO2 overall, with properties calculated with ωB97M-V with the def2-TZVPD basis set.

```
! RIJCOSX wB97M-V def2-TZVPD def2/J DEFGRID3
* xyz 1 1
C 1.61 -0.53 -1.67
C 0.96 -0.18 -0.36
N -0.33 0.59 -0.37
C -1.51 -0.19 -0.87
C -2.62 0.82 -1.25
H 1.95 -1.57 -1.64
H 2.33 0.18 -2.07
H 0.93 -0.65 -2.52
H 0.66 -1.20 0.09
H 1.63 0.25 0.40
H -0.34 1.41 -0.99
H -0.50 0.94 0.58
H -1.77 -0.96 -0.11
H -1.29 -0.68 -1.84
H -2.43 1.38 -2.14
H -3.46 0.10 -1.36
H -2.85 1.43 -0.36
H -0.75 1.66 3.33
H 0.57 2.36 2.68
O -0.16 1.76 2.57
H 1.96 -1.43 1.54
H 2.51 -2.71 0.87
O 1.74 -2.34 1.30
*
```

Results
Energy relative to the best compared isomer or geometry (same formula, charge and spin), kcal per mole: 35.3
Max |F|, eV/A: 3.36
Frontier orbital gap, eV: 11.89
E_HOMO, eV: -14.8
LUMO energy, eV: -2.90

***

# 5
Below is C15H19N5O3V as an isolated structure, with properties calculated with ωB97M-V with the def2-TZVPD basis set.

```
! RIJCOSX wB97M-V def2-TZVPD def2/J DEFGRID3
* xyz 3 1
V -0.50 -0.51 0.59
N 0.28 -2.28 -0.46
C 0.50 -3.43 0.44
C -0.27 -3.20 1.71
O -0.53 -3.95 2.58
N -0.73 -1.76 1.83
C -1.33 -1.46 3.12
C -1.72 0.00 3.10
O -2.23 0.73 3.83
O -1.24 0.47 1.72
H -0.36 -2.56 -1.21
H 1.15 -2.03 -0.93
H 1.56 -3.51 0.71
H 0.20 -4.38 0.00
H -0.63 -1.64 3.94
H -2.21 -2.08 3.31
N -3.11 3.37 -3.20
C -3.14 2.32 -2.73
C -3.13 1.03 -2.12
C -4.17 0.11 -2.28
C -4.09 -1.13 -1.65
C -2.99 -1.43 -0.88
N -1.98 -0.54 -0.73
C -2.04 0.65 -1.35
H -5.04 0.37 -2.88
H -4.88 -1.86 -1.76
H -2.91 -2.37 -0.35
H -1.22 1.35 -1.21
C 4.60 -0.01 1.69
C 3.74 1.06 0.99
C 3.60 2.34 1.87
C 4.29 1.41 -0.41
C 2.41 0.53 0.82
N 1.33 0.12 0.66
H 5.58 0.42 1.84
H 4.71 -0.90 1.07
H 4.20 -0.28 2.67
H 4.60 2.74 1.99
H 3.21 2.11 2.86
H 2.98 3.09 1.39
H 5.29 1.81 -0.26
H 3.68 2.17 -0.91
H 4.37 0.52 -1.04
*
```

Results
Energy relative to the best compared isomer or geometry (same formula, charge and spin), kcal per mole: 0.0
Max |F|, eV/A: 0.79
Frontier orbital gap (alpha / beta), eV: 6.26 / 6.26
E_HOMO (alpha / beta), eV: -19.8 / -19.8
LUMO energy (alpha / beta), eV: -13.57 / -13.58

***

# 6
Below is C30H45BrO2P2Ti as an isolated structure, with properties calculated with ωB97M-V with the def2-TZVPD basis set.

```
! RIJCOSX wB97M-V def2-TZVPD def2/J DEFGRID3
* xyz 2 1
Ti -0.05 1.30 0.76
C 0.95 2.08 2.93
C 2.09 1.64 2.19
C 1.09 3.36 0.99
C 0.32 3.15 2.20
C 2.16 2.41 0.98
C 0.58 1.68 4.31
H 0.89 0.65 4.54
H -0.50 1.75 4.47
H 1.06 2.33 5.07
C -0.76 4.03 2.74
H -1.24 3.58 3.61
H -1.53 4.21 1.98
H -0.35 5.00 3.04
C 0.95 4.47 0.02
H 1.37 5.39 0.44
H -0.09 4.67 -0.22
H 1.49 4.25 -0.91
C 3.26 2.39 -0.02
H 4.03 3.14 0.21
H 2.87 2.64 -1.02
H 3.76 1.42 -0.08
C 3.13 0.70 2.68
H 3.98 1.25 3.12
H 3.53 0.09 1.87
H 2.74 0.03 3.45
C -1.69 -0.22 1.02
C -0.73 -0.36 2.02
C 0.34 -1.42 2.01
C 1.13 -1.54 0.68
C 1.29 -0.28 -0.13
C 0.36 0.22 -1.06
C -0.90 -0.52 -1.44
C -1.77 -1.01 -0.26
H -0.08 -2.42 2.22
H 0.69 -2.35 0.07
H 1.05 -1.23 2.83
H -1.58 -2.09 -0.09
H -2.63 0.29 1.29
H -0.96 0.04 3.02
H -2.82 -0.97 -0.61
H -1.52 0.14 -2.07
H 0.67 1.00 -1.77
H -0.66 -1.41 -2.05
H 2.14 -1.88 0.94
H 2.33 0.03 -0.27
P 0.01 -5.04 -1.34
C -1.78 -5.48 -1.19
C 0.67 -6.57 -0.54
P 1.61 -4.58 -3.77
C 0.19 -5.57 -3.11
C 2.86 -5.94 -3.88
C 1.10 -4.64 -5.53
H -2.38 -4.77 -1.78
H -2.07 -5.41 -0.14
H -1.94 -6.50 -1.56
H 0.17 -7.46 -0.94
H 0.47 -6.48 0.53
H 1.76 -6.64 -0.69
H 0.92 -5.68 -5.83
H 1.90 -4.20 -6.14
H 0.18 -4.05 -5.67
H -0.73 -5.31 -3.66
H 0.38 -6.65 -3.20
H 3.70 -5.55 -4.47
H 2.44 -6.81 -4.39
H 3.23 -6.22 -2.88
Br -4.65 2.52 1.41
C -3.87 4.16 0.85
C -4.22 5.35 1.48
C -3.51 6.53 1.21
C -2.56 6.55 0.19
C -2.32 5.39 -0.56
C -2.90 4.18 -0.16
C -2.38 2.89 -0.71
O -2.81 2.40 -1.73
O -1.39 2.36 0.02
H -5.03 5.34 2.20
H -3.74 7.43 1.78
H -1.99 7.45 -0.04
H -1.70 5.39 -1.46
*
```

Results
Max |F|, eV/A: 6.94
Frontier orbital gap (alpha / beta), eV: 3.93 / 3.93
E_HOMO (alpha / beta), eV: -12.4 / -12.4
LUMO energy (alpha / beta), eV: -8.51 / -8.51

***

# 7
Below is C5H6O2 as an isolated structure, with properties calculated with ωB97M-V with the def2-TZVPD basis set.

```
! RIJCOSX wB97M-V def2-TZVPD def2/J DEFGRID3
* xyz 0 1
C -1.58 -0.70 0.01
C -0.26 -0.03 0.12
C 0.19 1.36 0.09
C 0.92 0.16 -0.76
C 1.70 -0.56 0.27
O 2.81 -0.97 0.43
O 0.63 -0.60 1.16
H -2.18 -0.43 0.89
H -1.44 -1.79 0.00
H -2.12 -0.40 -0.89
H 0.36 1.71 1.12
H -0.03 2.17 -0.60
H 0.99 0.09 -1.85
*
```

Results
Energy relative to the best compared isomer or geometry (same formula, charge and spin), kcal per mole: 46.1
Max |F|, eV/A: 1.46
Frontier orbital gap, eV: 11.12
E_HOMO, eV: -10.3
LUMO energy, eV: 0.81

***

# 8
Below is C12H28EuNO3P2 as an isolated structure, with properties calculated with ωB97M-V with the def2-TZVPD basis set.

```
! RIJCOSX wB97M-V def2-TZVPD def2/J DEFGRID3
* xyz 0 7
C -1.84 2.32 -1.95
C -0.77 1.64 -1.32
N -0.94 0.34 -0.84
C -2.04 -0.31 -1.29
C -3.04 0.28 -2.07
C -2.98 1.64 -2.34
C 0.45 2.33 -1.10
P 2.05 1.67 -1.05
Eu 0.59 -0.24 1.33
P -1.36 -2.41 0.46
C -2.17 -1.81 -1.07
O -0.36 3.50 1.90
O 1.84 1.58 2.81
H -1.76 3.39 -2.12
H -3.85 -0.34 -2.44
H -3.80 2.12 -2.90
C 2.79 1.74 -2.68
C 3.20 2.47 0.09
H -3.24 -2.06 -1.11
H -1.67 -2.37 -1.88
H -0.06 4.08 1.17
H 0.38 3.43 -1.11
C -1.05 -4.18 0.06
C -2.85 -2.58 1.53
H -1.17 -0.33 3.04
H 2.21 1.56 3.72
H 1.18 2.30 2.85
H -1.34 3.62 1.92
H 2.12 0.29 -0.72
H -1.55 -0.85 2.64
H 3.05 2.78 -2.89
H 3.67 1.09 -2.78
H 2.01 1.38 -3.37
H 3.38 3.51 -0.23
H 2.83 2.45 1.13
H 4.16 1.92 0.06
H -3.62 -3.25 1.12
H -2.55 -2.94 2.52
H -3.29 -1.59 1.68
H -1.94 -4.83 0.20
H -0.70 -4.27 -0.98
H -0.24 -4.54 0.71
C 2.89 -2.96 1.45
O 2.00 -1.88 1.40
H 2.80 -3.60 0.56
H 2.67 -3.56 2.34
H 3.91 -2.56 1.53
*
```

Results
Energy relative to the best compared isomer or geometry (same formula, charge and spin), kcal per mole: 0.0
Max |F|, eV/A: 1.42
Frontier orbital gap (alpha / beta), eV: 2.79 / 5.56
E_HOMO (alpha / beta), eV: -2.5 / -5.3
LUMO energy (alpha / beta), eV: 0.34 / 0.23

***

# 9
Below is a 2-piece molecular cluster, C4H5NO2 overall, with properties calculated with ωB97M-V with the def2-TZVPD basis set.

```
! RIJCOSX wB97M-V def2-TZVPD def2/J DEFGRID3
* xyz 0 1
O -1.12 2.10 -0.92
C -1.29 1.30 -0.09
C -1.55 0.34 0.78
C 0.26 -1.31 -0.64
N 1.26 -1.06 0.10
C 1.88 0.18 0.11
O 1.30 1.23 0.31
H -0.81 0.07 1.52
H -2.52 -0.12 0.75
H -0.08 -0.67 -1.46
H -0.31 -2.22 -0.47
H 2.98 0.13 0.04
*
```

Results
Energy relative to the best compared isomer or geometry (same formula, charge and spin), kcal per mole: 56.2
Max |F|, eV/A: 1.02
Frontier orbital gap, eV: 9.49
E_HOMO, eV: -9.1
LUMO energy, eV: 0.38

***

# 10
Below is C27H33Cl3FeN7O9P2Se as an isolated structure, with properties calculated with ωB97M-V with the def2-TZVPD basis set.

```
! RIJCOSX wB97M-V def2-TZVPD def2/J DEFGRID3
* xyz -1 5
Fe -0.34 -0.91 1.28
Cl -5.58 4.18 3.55
C -4.22 3.29 2.92
C -3.18 3.99 2.32
C -2.11 3.30 1.80
Cl -0.87 4.22 1.02
C -2.00 1.86 1.81
O -1.00 1.27 1.29
C -3.10 1.21 2.47
C -3.15 -0.22 2.58
O -2.46 -1.01 1.96
C -4.17 1.93 3.02
H -3.20 5.07 2.25
H -3.88 -0.62 3.31
H -4.98 1.38 3.49
C 1.77 2.71 0.02
N 2.63 2.18 1.09
C 2.14 2.55 2.43
P 2.92 0.54 1.05
O 1.96 -0.40 1.66
O 3.02 0.26 -0.55
P 1.79 -0.48 -1.33
O 0.48 -0.25 -0.70
N 1.83 0.14 -2.86
C 0.92 1.21 -3.23
C 3.08 0.13 -3.60
N 2.40 -2.01 -1.51
C 3.41 -2.56 -0.61
C 1.39 -3.01 -1.92
N 4.43 0.37 1.68
C 5.52 1.18 1.17
C 4.81 -0.86 2.35
H 1.72 3.79 0.14
H 0.75 2.31 0.06
H 2.22 2.49 -0.95
H 2.13 3.64 2.51
H 2.82 2.14 3.18
H 1.13 2.17 2.62
H 0.07 1.20 -2.54
H 0.55 1.05 -4.24
H 1.40 2.19 -3.19
H 3.68 -0.72 -3.28
H 3.65 1.05 -3.45
H 2.87 0.03 -4.67
H 4.15 -1.81 -0.38
H 3.90 -3.39 -1.12
H 2.97 -2.93 0.32
H 0.56 -2.50 -2.40
H 1.01 -3.56 -1.06
H 1.84 -3.71 -2.63
H 5.11 2.06 0.68
H 6.14 0.63 0.46
H 6.16 1.50 2.00
H 3.92 -1.40 2.64
H 5.38 -0.62 3.25
H 5.43 -1.50 1.71
O -2.20 -5.83 -1.69
C -3.06 -4.91 -2.05
O -4.04 -5.15 -2.72
C -2.76 -3.52 -1.61
C -3.48 -2.38 -1.92
Cl -4.88 -2.24 -2.88
N -2.84 -1.31 -1.39
N -1.73 -1.70 -0.74
C -1.68 -3.01 -0.84
C -0.52 -3.70 -0.15
O -0.31 -4.90 -0.42
O 0.16 -2.96 0.58
C -3.15 0.07 -1.46
C -2.10 0.97 -1.64
C -2.37 2.33 -1.68
C -3.67 2.79 -1.53
C -4.71 1.89 -1.34
C -4.46 0.53 -1.31
H -1.42 -5.46 -1.14
H -1.09 0.59 -1.71
H -1.56 3.02 -1.84
H -3.87 3.86 -1.53
H -5.72 2.25 -1.21
H -5.26 -0.17 -1.15
Se 0.16 -1.37 3.62
C -1.21 -2.01 4.60
N -2.07 -2.41 5.27
*
```

Results
Energy relative to the best compared isomer or geometry (same formula, charge and spin), kcal per mole: 24.8
Max |F|, eV/A: 1.64
Frontier orbital gap (alpha / beta), eV: 7.09 / 7.13
E_HOMO (alpha / beta), eV: -5.1 / -5.1
LUMO energy (alpha / beta), eV: 2.01 / 2.01

***

# 11
Below is a 6-piece molecular cluster, H14NO5 overall, with properties calculated with ωB97M-V with the def2-TZVPD basis set.

```
! RIJCOSX wB97M-V def2-TZVPD def2/J DEFGRID3
* xyz 1 1
N 0.37 0.97 -0.65
H -0.16 1.17 0.19
H 0.03 0.24 -1.26
H 1.17 0.42 -0.28
H 0.80 1.73 -1.19
H -4.45 -1.30 -2.79
H -4.15 -2.71 -3.06
O -3.86 -2.00 -2.48
H 2.63 3.91 -0.08
H 3.43 2.76 -0.66
O 2.55 3.01 -0.35
H 1.04 -0.23 5.07
H 0.30 1.08 5.39
O 1.00 0.70 4.87
H -1.90 -1.48 0.72
H -2.30 -1.38 -0.76
O -1.58 -1.17 -0.14
H 1.78 -1.84 -1.58
H 1.59 -2.37 -0.25
O 1.72 -1.51 -0.69
*
```

Results
Energy relative to the best compared isomer or geometry (same formula, charge and spin), kcal per mole: 32.0
Max |F|, eV/A: 2.60
Frontier orbital gap, eV: 10.88
E_HOMO, eV: -13.9
LUMO energy, eV: -3.00

***

# 12
Below is a 10-piece molecular cluster, C23H62ClN2O11 overall, with properties calculated with ωB97M-V with the def2-TZVPD basis set.

```
! RIJCOSX wB97M-V def2-TZVPD def2/J DEFGRID3
* xyz 0 2
C 5.01 -2.37 1.01
C 4.33 -2.96 -0.32
C 2.91 -2.19 -0.62
N 1.87 -2.97 0.12
C 0.54 -2.24 0.19
C 0.51 -1.55 1.65
C 1.40 -0.24 1.77
O 1.16 0.87 1.28
Cl 2.93 -0.34 2.81
C 0.33 -1.21 -1.03
C -1.20 -0.73 -1.23
C -1.20 0.01 -2.68
C -1.63 0.43 -0.19
N -2.17 -1.85 -1.34
O -3.42 -1.45 -1.45
C -2.06 -2.86 -0.26
C -2.83 -2.45 1.12
C -2.87 -4.17 -0.80
C -0.58 -3.38 0.05
H 6.08 -2.72 1.16
H 4.32 -2.65 1.88
H 4.93 -1.22 0.93
H 5.00 -2.85 -1.25
H 4.17 -4.11 -0.19
H 2.78 -2.27 -1.76
H 3.04 -1.12 -0.28
H 1.74 -3.89 -0.31
H -0.53 -1.30 2.03
H 0.95 -2.32 2.38
H 0.60 -1.72 -2.03
H 0.96 -0.27 -0.98
H -0.31 -0.30 -3.32
H -1.08 1.14 -2.47
H -2.19 -0.11 -3.24
H -2.65 0.88 -0.52
H -0.87 1.26 -0.25
H -1.69 0.09 0.90
H -2.17 -2.68 2.03
H -3.24 -1.40 1.11
H -3.74 -3.14 1.25
H -2.69 -5.00 -0.04
H -2.31 -4.49 -1.75
H -3.96 -3.95 -1.01
H -0.62 -3.93 1.05
H -0.32 -4.18 -0.74
C -1.57 2.12 3.63
O -0.99 1.21 4.55
H -2.65 2.13 3.78
H -1.18 3.12 3.80
H -1.35 1.80 2.61
H -0.03 1.22 4.39
C 1.93 4.63 0.34
O 0.78 4.18 -0.37
H 2.04 5.70 0.19
H 1.80 4.43 1.41
H 2.82 4.12 -0.04
H 0.71 3.23 -0.22
C 5.90 0.25 5.40
O 6.16 1.30 4.48
H 6.54 0.38 6.27
H 4.85 0.27 5.70
H 6.13 -0.71 4.93
H 5.59 1.17 3.72
C 4.85 -7.39 0.71
O 3.87 -6.37 0.76
H 5.20 -7.50 -0.32
H 5.69 -7.12 1.35
H 4.42 -8.34 1.05
H 3.58 -6.29 1.67
C -5.74 2.56 -0.81
O -4.51 2.32 -0.15
H -6.27 1.61 -0.94
H -6.36 3.24 -0.21
H -5.56 3.01 -1.79
H -4.07 3.18 -0.05
C -3.94 3.85 -4.07
O -5.18 4.54 -4.09
H -4.14 2.78 -3.95
H -3.41 4.01 -5.02
H -3.33 4.20 -3.24
H -4.98 5.48 -4.20
C 4.19 -1.18 -4.28
O 4.75 -2.11 -3.35
H 3.11 -1.16 -4.13
H 4.60 -0.19 -4.10
H 4.41 -1.51 -5.30
H 5.71 -2.11 -3.50
C -8.95 4.99 -5.16
O -8.36 4.08 -4.24
H -10.03 5.00 -5.00
H -8.55 6.00 -4.99
H -8.73 4.67 -6.18
H -7.41 4.10 -4.40
C 1.67 3.91 4.74
O 0.50 4.63 4.39
H 1.87 3.16 3.96
H 2.52 4.59 4.81
H 1.52 3.40 5.70
H 0.34 5.27 5.09
*
```

Results
Max |F|, eV/A: 4.26
Frontier orbital gap (alpha / beta), eV: 9.04 / 8.88
E_HOMO (alpha / beta), eV: -8.8 / -8.9
LUMO energy (alpha / beta), eV: 0.27 / -0.06

***

# 13
Below is a 6-piece molecular cluster, C3H16O5 overall, with properties calculated with ωB97M-V with the def2-TZVPD basis set.

```
! RIJCOSX wB97M-V def2-TZVPD def2/J DEFGRID3
* xyz 0 1
C 0.95 -0.82 -2.75
C 1.32 -0.05 -1.53
C 0.62 0.91 -1.01
H 1.32 -1.79 -2.87
H -0.07 -0.87 -3.18
H 1.34 -0.20 -3.58
H 2.32 -0.09 -1.28
H 0.92 1.73 -0.32
H -0.32 0.94 -1.57
H 1.85 -1.34 2.34
H 2.71 -0.03 1.99
O 2.06 -0.39 2.61
H -2.66 2.33 -0.97
H -2.30 1.23 -2.02
O -1.86 1.86 -1.40
H 0.24 -2.05 0.09
H -0.12 -1.05 1.31
O 0.61 -1.52 0.80
H -0.83 0.87 3.06
H 0.40 0.61 2.17
O -0.58 0.69 2.16
H -2.00 0.16 -0.07
H -2.61 -0.41 1.21
O -2.43 -0.68 0.27
*
```

Results
Energy relative to the best compared isomer or geometry (same formula, charge and spin), kcal per mole: 55.9
Max |F|, eV/A: 3.66
Frontier orbital gap, eV: 9.37
E_HOMO, eV: -8.9
LUMO energy, eV: 0.48